Entry i
13
Properties=species:S:1:pos:R:3 method="wB97M-V/def2-TZVPD" e_homo_ev=-10.048 molar_mass_g_mol=85.11 charge=0 smiles="C[C@H]1COC=N1"
C 0.43 0.17 1.66
C 0.31 0.31 0.14
C 0.15 -0.96 -0.59
O -0.29 -0.60 -1.87
C -1.10 0.66 -1.62
N -0.95 1.26 -0.53
H -0.11 1.02 2.04
H 1.45 0.21 2.07
H -0.03 -0.75 2.05
H 1.16 0.85 -0.30
H -0.50 -1.71 -0.10
H 1.20 -1.27 -0.44
H -1.72 0.81 -2.52


Entry ii
13
Properties=species:S:1:pos:R:3 method="wB97M-V/def2-TZVPD" e_homo_ev=-7.637 molar_mass_g_mol=85.11 charge=0
C 2.21 0.14 0.12
N 0.97 -0.47 -0.28
C -0.31 -0.16 0.07
C -1.47 -0.79 -0.17
C -2.11 0.53 0.14
O -0.77 1.07 0.48
H 2.01 1.04 0.70
H 2.80 0.42 -0.76
H 2.83 -0.54 0.74
H -1.77 -1.81 -0.26
H 0.89 -1.12 -1.04
H -2.46 1.12 -0.71
H -2.82 0.57 0.98


Entry iii
13
Properties=species:S:1:pos:R:3 method="wB97M-V/def2-TZVPD" e_homo_ev=-10.087 molar_mass_g_mol=85.11 charge=0
C 0.79 1.15 0.33
C 0.24 -0.24 0.57
O 0.35 -0.75 1.79
C -1.06 -0.59 -0.16
C -1.10 -0.20 -1.57
N -1.10 0.12 -2.68
H 1.77 1.25 0.79
H 0.83 1.41 -0.74
H 0.10 1.84 0.84
H 1.17 -1.01 -0.24
H 1.09 -1.22 0.71
H -1.85 -0.08 0.40
H -1.24 -1.67 -0.05


Computed relative energies in units of eV: entry i 0.000; entry ii 0.541; entry iii 2.359